{
  "formula": "C52H36Cl3GeN7O4Y",
  "method": "the ωB97M-V functional and the def2-TZVPD basis",
  "relative_energy_kj_mol": 0.0,
  "gap_ev": [4.994, 4.362],
  "e_lumo_ev": [-2.34, -2.98],
  "homo_ev": [-7.338, -7.347],
  "s_squared": 0.9800,
  "energy_ha": -6183.386211,
  "multiplicity": 2,
  "elements": ["Y", "C", "O", "C", "C", "C", "C", "C", "C", "C", "C", "C", "C", "C", "N", "C", "C", "C", "C", "C", "C", "C", "C", "C", "C", "O", "C", "C", "C", "C", "N", "C", "C", "C", "C", "C", "C", "O", "C", "C", "C", "C", "C", "C", "C", "N", "C", "C", "N", "C", "C", "C", "C", "O", "C", "C", "C", "H", "H", "H", "H", "H", "H", "H", "H", "H", "H", "H", "H", "H", "H", "H", "H", "H", "H", "H", "H", "H", "H", "H", "H", "H", "H", "H", "H", "H", "H", "H", "H", "H", "H", "H", "H", "Cl", "Ge", "Cl", "Cl", "N", "C", "C", "C", "N", "C", "N"],
  "coordinates": [[-0.3666, 0.2734, 0.2357], [4.9935, -8.2213, 1.8901], [4.7874, -7.0512, 2.7218], [4.0801, -6.0032, 2.2028], [3.5340, -6.0232, 0.8958], [2.8053, -4.9228, 0.4873], [2.6492, -3.8391, 1.3601], [3.2111, -3.8039, 2.6425], [3.9100, -4.8983, 3.0869], [1.8235, -2.7090, 0.9058], [0.4109, -2.9162, 0.8150], [-0.2715, -4.1638, 1.0062], [-1.6196, -3.9188, 0.9880], [-1.7966, -2.5337, 0.7479], [-0.5541, -1.9313, 0.6605], [-3.0536, -1.7844, 0.7036], [-3.2141, -0.9761, -0.4726], [-4.4171, -0.6151, -1.1599], [-4.0625, 0.1603, -2.2321], [-2.6363, 0.3638, -2.1663], [-1.8978, 1.2467, -3.0188], [-2.5695, 1.7493, -4.2464], [-3.1450, 3.0271, -4.2465], [-3.7810, 3.4551, -5.3927], [-3.8252, 2.6112, -6.5318], [-4.4594, 3.1572, -7.6134], [-4.5788, 2.3268, -8.8056], [-3.2338, 1.3274, -6.5297], [-2.6357, 0.9055, -5.3535], [-0.5959, 1.7258, -2.7095], [0.2405, 1.2178, -1.7435], [1.3837, 2.0051, -1.7217], [2.5188, 1.8242, -0.8771], [3.4337, 2.9808, -0.6613], [2.9892, 4.0563, 0.1361], [3.8523, 5.0989, 0.3606], [5.1255, 5.0812, -0.2623], [5.8870, 6.1894, 0.0305], [7.2375, 6.2333, -0.4644], [5.5507, 4.0287, -1.1105], [4.6879, 2.9550, -1.2808], [2.7590, 0.6077, -0.1681], [3.9607, 0.2356, 0.5270], [3.7735, -1.0368, 0.9915], [2.4322, -1.4302, 0.6580], [1.8354, -0.4032, -0.0461], [1.2591, 3.0248, -2.7272], [0.0736, 2.8296, -3.3636], [-2.1475, -0.3613, -1.1084], [-3.9083, -1.7595, 1.8702], [-4.9632, -0.8073, 1.9763], [-5.6467, -0.7043, 3.1569], [-5.3414, -1.5634, 4.2435], [-6.0826, -1.3622, 5.3579], [-5.8003, -2.1854, 6.5183], [-4.3270, -2.5410, 4.1373], [-3.6310, -2.6352, 2.9560], [5.5565, -8.9145, 2.5249], [5.5778, -7.9746, 1.0035], [4.0413, -8.6796, 1.6194], [3.6547, -6.9139, 0.2692], [2.3302, -4.8819, -0.4896], [3.0956, -2.9001, 3.2509], [4.3752, -4.9453, 4.0682], [0.2073, -5.1219, 1.1923], [-2.4021, -4.6656, 1.1596], [-5.4308, -0.9218, -0.8759], [-4.7065, 0.5452, -3.0156], [-3.0714, 3.6308, -3.3452], [-4.2424, 4.4354, -5.4614], [-5.1669, 2.9014, -9.5168], [-5.0986, 1.3835, -8.5838], [-3.5849, 2.1183, -9.2305], [-3.2735, 0.6812, -7.4043], [-2.1630, -0.0760, -5.2725], [1.9682, 4.0435, 0.5284], [3.6080, 5.9606, 0.9890], [7.6746, 7.1523, -0.0492], [7.2401, 6.2824, -1.5657], [7.8205, 5.3772, -0.1198], [6.5373, 4.0460, -1.5916], [4.9621, 2.1015, -1.9013], [4.8539, 0.8498, 0.6146], [4.4940, -1.6633, 1.5129], [2.0287, 3.7708, -2.9519], [-0.3112, 3.3733, -4.2267], [-5.1769, -0.1346, 1.1461], [-6.4797, -0.0039, 3.2929], [-6.4987, -1.8444, 7.2907], [-4.7837, -2.0125, 6.8660], [-5.9595, -3.2436, 6.2994], [-4.0829, -3.1983, 4.9818], [-2.8436, -3.3807, 2.8549], [-3.0444, 4.1265, -0.4976], [-1.1715, 3.2792, 0.3330], [-0.8636, 4.4752, 2.1654], [-2.3950, 1.4619, 1.5111], [0.5333, 0.7839, 2.2798], [0.6838, 1.1742, 3.3693], [0.8530, 1.6920, 4.6389], [1.4495, 2.9613, 4.7699], [1.9755, 4.0140, 4.8555], [0.4735, 0.9394, 5.7595], [0.1134, 0.3181, 6.6965]]
}

{
  "formula": "C52H38BaF5N9O5PS2",
  "method": "the ωB97M-V functional and the def2-TZVPD basis",
  "relative_energy_kj_mol": 290.1,
  "gap_ev": 5.856,
  "total_charge": -1,
  "e_lumo_ev": 1.81,
  "homo_ev": -4.043,
  "energy_ha": -4535.989909,
  "multiplicity": 1,
  "elements": ["Ba", "C", "N", "C", "C", "N", "C", "C", "C", "C", "C", "C", "N", "C", "N", "C", "C", "C", "C", "C", "C", "N", "H", "H", "H", "H", "H", "H", "H", "H", "H", "H", "H", "H", "H", "H", "H", "O", "N", "N", "O", "C", "C", "C", "C", "C", "C", "H", "H", "H", "H", "H", "O", "S", "O", "O", "C", "C", "C", "C", "C", "C", "P", "C", "C", "C", "C", "C", "C", "C", "C", "C", "C", "C", "C", "H", "H", "H", "H", "H", "H", "H", "H", "H", "H", "H", "H", "H", "H", "F", "C", "C", "F", "C", "F", "C", "S", "C", "F", "C", "F", "N", "C", "C", "C", "C", "C", "N", "C", "H", "H", "H", "H"],
  "coordinates": [[0.9613, 0.3386, 0.2331], [-2.9170, 0.6538, -0.8566], [-1.9171, 0.7096, 0.2036], [-2.1025, 1.8759, 1.0497], [-1.3865, 3.0479, 0.4694], [-0.4803, 2.9611, -0.4527], [-0.0884, 4.2554, -0.7355], [0.8210, 4.7368, -1.6705], [0.9748, 6.1069, -1.7603], [0.2439, 6.9846, -0.9509], [-0.6656, 6.5243, -0.0165], [-0.8097, 5.1476, 0.0817], [-1.6359, 4.3442, 0.8445], [-2.6458, -0.3877, -1.8907], [-1.7991, -0.2414, -2.8610], [-1.8939, -1.3830, -3.6223], [-1.1976, -1.7403, -4.7727], [-1.5230, -2.9402, -5.3753], [-2.5288, -3.7651, -4.8558], [-3.2239, -3.4317, -3.7058], [-2.8802, -2.2381, -3.0836], [-3.3426, -1.5767, -1.9683], [-3.9321, 0.5093, -0.4489], [-2.8626, 1.6117, -1.3779], [-1.9337, -0.1211, 0.7878], [-3.1663, 2.1356, 1.1887], [-1.6938, 1.6524, 2.0338], [1.3701, 4.0442, -2.2916], [1.6696, 6.5189, -2.4805], [0.3849, 8.0514, -1.0679], [-1.2428, 7.2001, 0.6021], [-2.2328, 4.6386, 1.5965], [-0.4339, -1.0755, -5.1533], [-0.9940, -3.2560, -6.2658], [-2.7748, -4.6839, -5.3739], [-4.0087, -4.0723, -3.3219], [-4.0247, -1.9186, -1.3126], [0.9156, 0.8737, -1.8832], [1.8916, 0.9611, -2.6888], [3.0082, 0.5118, -2.2469], [3.1811, 0.0145, -1.0542], [4.0947, 0.4805, -3.1661], [3.9561, 0.9626, -4.4697], [4.9953, 0.8179, -5.3689], [6.1803, 0.2004, -4.9881], [6.3277, -0.2396, -3.6835], [5.2943, -0.0964, -2.7712], [3.0270, 1.4275, -4.7582], [4.8763, 1.1793, -6.3824], [6.9788, 0.0657, -5.7060], [7.2520, -0.7109, -3.3771], [5.3964, -0.4320, -1.7494], [1.3576, -0.0053, 3.4946], [0.3880, -0.8177, 2.8127], [-0.9231, -0.2009, 2.6177], [0.8699, -1.4343, 1.5668], [-0.0317, -2.2196, 3.8526], [0.5798, -2.3633, 5.0859], [0.2194, -3.4118, 5.9136], [-0.7826, -4.2805, 5.5215], [-1.4073, -4.1369, 4.2947], [-1.0328, -3.1230, 3.4164], [-1.7509, -3.0588, 1.6975], [-1.1372, -4.7340, 1.2196], [-1.8689, -5.7188, 0.5586], [-1.2637, -6.9012, 0.1538], [0.0942, -7.0937, 0.3422], [0.8524, -6.0861, 0.9234], [0.2430, -4.9226, 1.3587], [-3.5275, -3.2916, 2.1862], [-4.2792, -4.4617, 2.2662], [-5.6525, -4.4139, 2.4740], [-6.2982, -3.1994, 2.6403], [-5.5567, -2.0256, 2.6173], [-4.1921, -2.0749, 2.3857], [1.3294, -1.6366, 5.3711], [0.7183, -3.5483, 6.8639], [-1.0795, -5.0873, 6.1799], [-2.1901, -4.8300, 4.0119], [-2.9201, -5.5729, 0.3483], [-1.8614, -7.6725, -0.3169], [0.5642, -8.0163, 0.0265], [1.9228, -6.2037, 1.0341], [0.8395, -4.1372, 1.8031], [-3.7950, -5.4250, 2.1838], [-6.2203, -5.3361, 2.4977], [-7.3706, -3.1690, 2.7840], [-6.0463, -1.0719, 2.7707], [-3.6195, -1.1542, 2.3691], [0.1469, 5.4307, 4.8657], [0.8036, 4.9115, 3.8104], [0.4714, 3.6615, 3.3179], [-0.5683, 2.9918, 3.8490], [1.1804, 3.1346, 2.2655], [0.8227, 1.9129, 1.7895], [2.2464, 3.7831, 1.6207], [3.0891, 3.0508, 0.3426], [2.5243, 5.0685, 2.1327], [3.4933, 5.8033, 1.5763], [1.8345, 5.6095, 3.1962], [2.1433, 6.8358, 3.6511], [5.1425, -3.8291, -4.2660], [4.1126, -3.7586, -3.7591], [2.8244, -3.6931, -3.1491], [1.8200, -4.5849, -3.5283], [0.5773, -4.4628, -2.9403], [0.3745, -3.4324, -2.0310], [1.3347, -2.6075, -1.6385], [2.5427, -2.7410, -2.1659], [2.0236, -5.3529, -4.2629], [-0.2242, -5.1436, -3.1841], [-0.5995, -3.2787, -1.5857], [3.3016, -2.0640, -1.7878]]
}